ORCA calculation (ωB97M-V with the def2-TZVPD basis set) on C34H32CoN3O6P2S2 as an isolated structure in a non-equilibrium geometry.

Summary:
Strongest force on any atom ... 1.13 eV/Å
E_LUMO (spin up / spin down) ... -2.326 / -2.380 eV
Charge ... +1
Energy relative to the best compared isomer or geometry (same formula, charge and spin) ... 0.00 kcal/mol
Spin multiplicity ... 4
DFT total energy ... -4792.3636 Eh
Gap between HOMO and LUMO (spin up / spin down) ... 8.6 / 8.5 eV
Expectation value of S² ... 3.756

Each line ends with the Mulliken spin population.
Geometry (Å):
1 Co 0.59 -1.62 0.66  2.821
2 C 5.08 -3.78 -1.21  0.000
3 O 3.89 -3.06 -1.56  -0.001
4 C 2.97 -2.81 -0.65  -0.004
5 O 2.02 -2.08 -0.94  0.016
6 N 3.13 -3.34 0.59  -0.005
7 N 2.08 -3.16 1.50  0.045
8 H 5.71 -3.73 -2.09  0.000
9 H 4.87 -4.83 -1.00  0.000
10 H 5.60 -3.31 -0.37  0.000
11 H 3.72 -4.15 0.71  0.000
12 H 2.46 -2.92 2.41  -0.003
13 H 1.51 -3.99 1.56  -0.002
14 O 1.79 0.03 1.06  0.017
15 P 1.66 1.47 0.67  0.000
16 C -0.06 2.08 0.95  0.005
17 P -1.27 1.16 -0.08  -0.002
18 O -0.86 -0.28 -0.13  0.023
19 C -2.88 1.42 0.71  0.004
20 C -3.00 1.10 2.06  0.001
21 C -4.23 1.21 2.69  -0.001
22 C -5.33 1.66 1.99  0.001
23 C -5.21 2.00 0.65  0.000
24 C -3.99 1.87 0.00  0.000
25 C -1.41 1.87 -1.73  0.003
26 C -1.80 3.19 -1.92  -0.001
27 C -1.97 3.68 -3.20  0.000
28 C -1.75 2.85 -4.29  0.000
29 C -1.36 1.53 -4.10  0.000
30 C -1.20 1.03 -2.82  0.001
31 C 2.70 2.48 1.75  0.003
32 C 3.56 3.46 1.28  0.000
33 C 4.32 4.19 2.18  0.000
34 C 4.21 3.94 3.54  0.000
35 C 3.36 2.95 4.01  0.000
36 C 2.60 2.22 3.11  0.002
37 C 2.10 1.84 -1.03  0.001
38 C 2.65 0.84 -1.83  -0.002
39 C 3.04 1.13 -3.13  0.000
40 C 2.88 2.42 -3.62  0.000
41 C 2.33 3.42 -2.83  0.000
42 C 1.94 3.13 -1.53  -0.001
43 H -0.13 3.16 0.81  0.000
44 H -0.30 1.83 1.98  0.001
45 H -2.15 0.74 2.61  0.001
46 H -4.32 0.94 3.74  0.000
47 H -6.29 1.74 2.48  0.000
48 H -6.07 2.36 0.10  0.000
49 H -3.92 2.12 -1.05  0.000
50 H -1.99 3.83 -1.06  0.000
51 H -2.29 4.70 -3.35  0.000
52 H -1.87 3.24 -5.29  0.000
53 H -1.20 0.89 -4.96  0.000
54 H -0.92 0.00 -2.65  -0.001
55 H 3.65 3.65 0.22  0.000
56 H 4.99 4.96 1.82  0.000
57 H 4.81 4.51 4.24  0.000
58 H 3.29 2.74 5.07  0.000
59 H 1.94 1.43 3.46  0.000
60 H 2.76 -0.16 -1.43  0.002
61 H 3.46 0.36 -3.75  0.000
62 H 3.17 2.65 -4.64  0.000
63 H 2.21 4.42 -3.22  0.000
64 H 1.52 3.91 -0.91  0.000
65 O -0.97 -4.34 -1.86  0.000
66 S -0.94 -4.58 -0.46  0.011
67 O -0.02 -5.58 0.04  0.001
68 N -0.62 -3.21 0.44  0.008
69 C -1.52 -3.03 1.39  -0.004
70 S -1.13 -1.95 2.62  0.065
71 C -2.72 -3.87 1.26  -0.004
72 C -3.92 -3.77 1.95  0.001
73 C -4.95 -4.63 1.59  0.001
74 C -4.79 -5.56 0.56  0.000
75 C -3.59 -5.65 -0.13  -0.001
76 C -2.57 -4.80 0.24  0.003
77 H -4.04 -3.04 2.73  -0.002
78 H -5.90 -4.56 2.10  0.000
79 H -5.61 -6.21 0.30  0.000
80 H -3.46 -6.36 -0.94  0.000